# 1
Density functional theory data (ωB97M-V with the def2-TZVPD basis set) for a structure of composition C39H100BeN7O12.

Properties
**F_max**: 3.4 eV/Å
**Orbital gap**: 5.8 eV
**Net charge**: +1
**Highest occupied orbital energy**: -10.1 eV
**Energy above the lowest of the compared OMol25 structures with the same formula, charge and spin**: 215.8 kJ/mol
**LUMO energy**: -4.2 eV

```
159
Properties=species:S:1:pos:R:3:mulliken_charge:R:1
Be -4.0252 -0.9849 -1.0245 0.869
C 0.0382 -2.1593 -0.8291 -0.311
C -0.5244 -1.0732 0.1358 1.841
C 0.6081 -0.4294 0.8965 -0.072
O -1.5377 -0.2639 -0.4434 0.112
H 0.6436 -1.6612 -1.5864 -0.485
H -0.7168 -2.7733 -1.3202 0.088
H 0.7905 -2.7642 -0.3229 0.011
H -1.1216 -1.6550 0.8380 -1.271
H 1.3292 -1.1834 1.2121 -0.270
H 0.2964 0.0265 1.8362 0.071
H 1.0812 0.2932 0.2316 -0.171
C -3.4623 -4.7016 -0.8659 -0.791
O -3.4809 -3.4274 -0.2095 0.099
C -3.8160 -3.6794 1.2055 -0.863
C -3.8665 -2.4203 1.9891 -0.340
N -4.7249 -1.4511 1.3383 -0.095
C -4.5327 -0.1940 2.0864 -0.263
C -5.2424 0.9469 1.3690 -0.883
O -4.5216 1.1309 0.1277 0.108
C -4.8195 2.3212 -0.5623 -0.928
H -3.3282 -4.5762 -1.9403 0.164
H -4.3240 -5.3520 -0.7157 0.370
H -2.6340 -5.3030 -0.4913 0.203
H -3.0878 -4.3652 1.6385 0.057
H -4.6917 -4.3106 1.3566 0.594
H -2.8423 -2.1187 2.2085 -0.007
H -4.3030 -2.6234 2.9670 0.568
H -5.6818 -1.7518 1.4564 0.272
H -3.4874 0.0608 1.9115 -0.184
H -4.8444 -0.1700 3.1306 0.639
H -5.1146 1.8519 1.9629 0.386
H -6.3140 0.7633 1.2916 0.354
H -4.7216 3.1854 0.0947 0.365
H -5.8286 2.3382 -0.9740 0.243
H -4.1421 2.3821 -1.4140 0.120
C 1.5269 0.8506 -2.9342 -0.012
O 2.9427 0.6567 -2.9283 -0.544
C 3.3571 -0.5970 -2.2893 0.632
C 4.7980 -0.9088 -2.5216 -1.082
N 5.5937 0.2405 -2.0606 -0.243
C 7.0129 0.0386 -2.5404 -0.683
C 7.8741 1.1273 -1.8745 -0.708
O 7.4617 2.4777 -2.1853 -0.332
C 7.7578 3.5305 -1.2956 -0.739
H 1.1226 0.9823 -1.9305 -0.183
H 0.9835 0.0027 -3.3512 -0.236
H 1.2449 1.7352 -3.5051 0.479
H 2.8763 -1.4504 -2.7673 -0.254
H 3.2153 -0.5233 -1.2111 0.278
H 4.9438 -1.0546 -3.5920 0.428
H 5.1471 -1.8263 -2.0480 0.403
H 5.2343 1.1196 -2.4043 0.245
H 7.2367 0.1916 -3.5961 0.335
H 7.4587 -0.9241 -2.2904 0.392
H 8.9312 1.0104 -2.1133 0.466
H 7.8214 0.9794 -0.7958 0.390
H 7.5389 4.4839 -1.7765 0.243
H 8.8130 3.4217 -1.0450 0.315
H 7.2186 3.6049 -0.3512 0.296
C -1.2828 9.4050 2.3633 -0.794
O -0.4939 8.5116 1.5744 -0.342
C 0.8191 8.4913 2.0347 -0.714
C 1.7281 7.4484 1.3443 -0.516
N 0.9921 6.1645 1.4052 -0.415
C 1.5857 5.3501 0.3562 -0.926
C 0.9369 3.9482 0.3806 -0.207
O -0.4011 4.0948 -0.0230 -0.480
C -1.0436 2.8546 0.1912 0.632
H -2.2809 9.3319 1.9316 0.256
H -1.0726 10.4701 2.2657 0.299
H -1.3789 8.9787 3.3619 0.354
H 0.7110 8.2948 3.1014 0.362
H 1.2739 9.4774 2.1289 0.505
H 2.7273 7.4477 1.7798 0.335
H 1.7025 7.7799 0.3063 0.318
H 0.0164 6.3480 1.2195 0.306
H 2.6560 5.2044 0.5026 0.411
H 1.3422 5.7759 -0.6171 0.396
H 1.0969 3.4161 1.3184 0.347
H 1.4573 3.2739 -0.2995 0.233
H -2.1217 2.9630 0.0726 -0.191
H -0.8448 2.4794 1.1951 -0.045
H -0.6792 2.1522 -0.5584 -0.113
C 4.1484 -0.5621 3.6499 -0.527
O 4.1101 -1.9858 3.9692 -0.450
C 2.9183 -2.5908 3.4998 0.069
C 2.8820 -4.1118 3.7676 -0.665
N 1.6383 -4.7894 3.4252 -0.509
C 1.3841 -4.6836 1.9689 0.053
C 0.1312 -5.4067 1.5373 -0.412
O 0.2224 -6.8237 1.6094 -0.396
C -0.7467 -7.5028 2.3697 -0.589
H 4.9443 -0.0047 4.1438 0.286
H 3.1980 -0.0897 3.8981 0.214
H 4.2600 -0.6061 2.5665 0.226
H 2.9560 -2.3549 2.4363 -0.022
H 2.0631 -2.0813 3.9438 0.264
H 3.1287 -4.2188 4.8239 0.380
H 3.6411 -4.6587 3.2084 0.401
H 1.7947 -5.7832 3.5146 0.261
H 2.2068 -5.1964 1.4704 0.453
H 1.2106 -3.6397 1.7075 -0.232
H 0.0109 -5.1971 0.4744 0.162
H -0.6944 -4.9960 2.1185 0.283
H -0.7448 -8.4894 1.9063 0.275
H -1.6993 -6.9816 2.2756 0.205
H -0.4591 -7.4709 3.4206 0.261
C -2.2639 0.2369 -5.1965 -1.406
C -3.1951 -0.4373 -4.1776 0.325
C -2.7582 -1.8309 -3.7337 -0.247
O -3.7453 -2.3988 -2.9579 0.306
C -4.7822 -3.1657 -3.6713 -1.060
N -3.2689 0.4145 -3.0124 -0.248
H -2.1294 -0.5096 -5.9794 0.369
H -1.3661 0.6676 -4.7530 0.233
H -2.9080 0.9959 -5.6403 0.476
H -4.2159 -0.4422 -4.5597 0.376
H -1.9032 -1.8028 -3.0582 -0.418
H -2.4165 -2.4275 -4.5795 0.473
H -4.1621 -4.0171 -3.9518 0.414
H -5.1411 -2.5381 -4.4870 0.313
H -5.5809 -3.4364 -2.9807 0.222
H -3.4701 1.3723 -3.2620 0.364
H -2.3929 0.5594 -2.5309 -0.082
C 2.1558 -1.2485 -5.9308 -1.183
C 1.5744 -2.6757 -5.9626 0.050
C 1.6693 -3.4072 -4.5796 -0.315
O 3.0304 -3.6348 -4.1917 -0.416
C 3.2486 -4.2359 -2.9524 -0.600
N 0.2005 -2.4855 -6.4314 -0.520
H 3.0476 -1.2560 -5.3041 0.070
H 1.4756 -0.4640 -5.5992 0.237
H 2.3924 -0.9009 -6.9364 0.466
H 2.1560 -3.1940 -6.7250 0.418
H 1.1402 -4.3443 -4.7525 0.648
H 1.0769 -2.8864 -3.8273 -0.017
H 4.2820 -4.5764 -3.0187 0.297
H 2.6327 -5.1211 -2.7936 0.379
H 3.3235 -3.6163 -2.0587 0.064
H 0.2791 -2.2859 -7.4184 0.282
H -0.1792 -3.4172 -6.5204 0.239
C -3.5094 2.5375 7.1915 -1.373
C -2.9196 3.3678 6.0352 0.615
C -3.4013 2.9182 4.6276 -0.929
O -3.2881 1.5321 4.3713 -0.153
C -1.9961 1.0445 4.0646 -0.796
N -3.1566 4.7803 6.2302 -0.750
H -4.5859 2.4490 7.0451 0.293
H -3.3238 3.0295 8.1463 0.402
H -3.0908 1.5311 7.1867 0.295
H -1.8464 3.1773 6.0464 0.250
H -2.8449 3.4291 3.8418 0.425
H -4.4325 3.2214 4.4464 0.432
H -1.5670 1.6774 3.2878 0.288
H -2.1231 0.0374 3.6674 0.059
H -1.4358 0.9908 4.9981 0.404
H -2.4005 5.1031 6.8169 0.299
H -2.9954 5.1697 5.3124 0.243
```


# 2
Density functional theory data (ωB97M-V with the def2-TZVPD basis set) for a cluster of 14 separate species, C39H106O14 in total.

Properties
**F_max**: 3.9 eV/Å
**Orbital gap**: 9.9 eV
**Highest occupied orbital energy**: -10.0 eV
**Energy above the lowest of the compared OMol25 structures with the same formula, charge and spin**: 605.8 kJ/mol
**LUMO energy**: 0.0 eV

```
159
Properties=species:S:1:pos:R:3:mulliken_charge:R:1
O 2.6067 -0.2175 -6.4385 -0.623
H 2.3676 0.6085 -6.0181 0.306
H 2.1878 -0.8902 -5.9016 0.317
C -3.9562 -8.0167 -2.5028 -1.184
C -4.4595 -6.8435 -3.4266 0.517
C -5.7381 -6.2804 -2.8066 -1.363
O -3.4776 -5.8984 -3.4190 -0.509
H -3.2280 -8.6239 -3.0406 0.312
H -4.8261 -8.6483 -2.3228 0.346
H -3.5433 -7.6757 -1.5534 0.294
H -4.7496 -7.1671 -4.4261 0.214
H -6.6096 -6.9347 -2.8277 0.354
H -6.0574 -5.3792 -3.3300 0.383
H -5.5445 -5.9592 -1.7831 0.331
H -3.9140 -5.1396 -3.8133 0.305
C -2.9096 -4.9122 2.9772 -1.027
C -2.2767 -5.6619 4.2234 0.325
C -2.7387 -7.1336 4.2589 -1.346
O -0.8878 -5.6243 3.8944 -0.524
H -2.7275 -5.4305 2.0358 0.208
H -2.4224 -3.9442 2.8601 0.308
H -3.9954 -4.8849 3.0699 0.360
H -2.5608 -5.2710 5.2004 0.291
H -2.1170 -7.6207 5.0100 0.376
H -2.6753 -7.7008 3.3302 0.339
H -3.7514 -7.1203 4.6617 0.383
H -0.6744 -6.4243 3.4086 0.310
C 1.4263 5.2467 -8.2448 -1.211
C 2.5048 5.4989 -7.1286 0.333
C 2.5813 6.9563 -6.6021 -1.055
O 2.3333 4.6530 -6.0188 -0.517
H 1.4067 4.1611 -8.3401 0.313
H 1.7217 5.6768 -9.2019 0.345
H 0.4410 5.5664 -7.9057 0.321
H 3.4179 5.2080 -7.6478 0.222
H 3.2682 6.9850 -5.7563 0.343
H 1.5928 7.2701 -6.2669 0.284
H 3.0411 7.5582 -7.3860 0.322
H 3.1499 4.7499 -5.5234 0.301
C 4.9883 -3.1992 5.6742 -1.023
C 4.6323 -1.7820 6.0084 0.265
C 4.4299 -0.9851 4.7208 -1.230
O 3.4016 -1.8131 6.6866 -0.559
H 5.6725 -3.6444 6.3966 0.277
H 5.5243 -3.2411 4.7260 0.308
H 4.0281 -3.6911 5.5189 0.277
H 5.3308 -1.3309 6.7131 0.309
H 5.2786 -0.6124 4.1473 0.368
H 3.9190 -0.0560 4.9735 0.345
H 3.8327 -1.5114 3.9762 0.324
H 2.7818 -2.2409 6.0912 0.338
C -3.2136 -3.0650 -9.0937 -1.406
C -3.1257 -2.0684 -7.9792 0.730
C -2.9109 -0.6075 -8.4694 -1.272
O -4.3003 -2.1516 -7.2183 -0.549
H -4.1346 -2.9383 -9.6627 0.352
H -3.1864 -4.1172 -8.8105 0.313
H -2.4741 -2.8419 -9.8628 0.365
H -2.2624 -2.3851 -7.3940 0.148
H -2.1116 -0.5474 -9.2080 0.355
H -2.7268 0.0547 -7.6235 0.335
H -3.7823 -0.2728 -9.0322 0.331
H -4.3412 -1.5319 -6.4862 0.298
C -6.7959 0.7933 7.2567 -1.242
C -5.6913 1.7894 7.5049 0.414
C -4.9353 2.2382 6.2686 -1.310
O -6.3500 2.9824 7.9483 -0.571
H -6.4390 -0.1742 6.9037 0.340
H -7.4618 1.1345 6.4641 0.330
H -7.2990 0.5473 8.1918 0.310
H -5.0389 1.4503 8.3096 0.275
H -5.3559 2.3786 5.2729 0.376
H -4.3725 1.4130 5.8322 0.382
H -4.1954 2.9912 6.5400 0.343
H -6.8988 3.3099 7.2319 0.351
C -0.8264 1.3484 0.9063 -1.200
C -0.0742 1.1531 -0.5290 0.353
C 0.1512 -0.2848 -0.9728 -1.028
O -0.8980 1.8357 -1.4673 -0.545
H -1.7294 0.7427 0.8309 0.303
H -1.2302 2.3561 1.0042 0.306
H -0.2503 0.9601 1.7463 0.339
H 0.8808 1.6762 -0.5792 0.292
H -0.7158 -0.9252 -0.8106 0.253
H 0.9672 -0.6654 -0.3584 0.335
H 0.5029 -0.3036 -2.0043 0.286
H -0.2789 1.9583 -2.1907 0.307
C 3.0919 -8.2403 0.3011 -1.228
C 2.3735 -9.6311 0.2893 0.478
C 3.2620 -10.7955 0.7255 -1.312
O 1.5050 -9.5457 1.3833 -0.528
H 3.8173 -8.0743 -0.4953 0.370
H 3.6170 -8.1534 1.2523 0.299
H 2.3822 -7.4325 0.1228 0.317
H 1.8357 -9.9050 -0.6184 0.235
H 4.0161 -10.7460 -0.0599 0.321
H 2.6305 -11.6807 0.6496 0.414
H 3.6856 -10.6369 1.7172 0.336
H 1.2561 -10.4288 1.6660 0.299
C 6.9255 -2.2665 -1.7004 -1.255
C 8.3306 -1.6773 -1.9481 0.516
C 9.0160 -2.2491 -3.1826 -1.264
O 8.2160 -0.3093 -2.1124 -0.550
H 6.2682 -1.7027 -1.0383 0.326
H 7.0646 -3.2506 -1.2530 0.336
H 6.3661 -2.3144 -2.6348 0.297
H 8.9422 -1.8136 -1.0562 0.289
H 10.0148 -1.8161 -3.2375 0.303
H 8.5020 -1.9362 -4.0914 0.329
H 9.1431 -3.3282 -3.2689 0.353
H 8.9115 0.1492 -1.6353 0.319
C 6.1796 7.3666 -0.9326 -1.322
C 6.4590 5.8819 -0.8736 0.586
C 5.8614 5.2003 0.3602 -1.201
O 6.0994 5.1106 -1.9852 -0.541
H 6.2059 7.9648 -0.0217 0.355
H 5.1796 7.6094 -1.2919 0.348
H 6.8684 7.8379 -1.6337 0.312
H 7.5420 5.7592 -0.8886 0.186
H 4.7786 5.2476 0.2450 0.289
H 6.1332 5.6581 1.3114 0.338
H 6.2405 4.1785 0.3774 0.353
H 6.4883 4.2436 -1.8484 0.299
C -0.4479 8.0466 0.7538 -1.407
C -1.9521 8.2537 0.6865 0.715
C -2.4334 9.7252 0.3603 -1.310
O -2.5123 7.3417 -0.2583 -0.556
H -0.2120 7.1373 1.3066 0.370
H 0.1965 8.9147 0.8927 0.339
H 0.0114 7.7130 -0.1767 0.412
H -2.4682 8.0383 1.6221 0.124
H -2.0585 10.1036 -0.5907 0.339
H -2.0994 10.4254 1.1260 0.364
H -3.5227 9.6920 0.3777 0.327
H -1.9793 6.5439 -0.2907 0.283
C -7.0784 2.1360 -2.0973 -1.351
C -7.1036 0.6971 -2.0894 0.796
C -8.1386 0.1198 -3.0020 -1.411
O -5.8467 0.2276 -2.5084 -0.506
H -7.7982 2.7217 -1.5254 0.348
H -7.4998 2.5025 -3.0334 0.295
H -6.1028 2.5196 -1.7989 0.354
H -7.2172 0.4400 -1.0363 0.164
H -7.8509 0.3876 -4.0186 0.360
H -9.1097 0.5882 -2.8417 0.367
H -8.2816 -0.9546 -2.8865 0.323
H -5.1345 0.7202 -2.0940 0.261
C 0.1093 3.9092 9.2127 -1.211
C 1.1085 4.1066 8.0442 0.448
C 1.5302 5.6360 7.8285 -1.226
O 2.2986 3.3764 8.3512 -0.546
H -0.9089 4.2651 9.0553 0.320
H 0.5802 4.3887 10.0708 0.309
H -0.1115 2.8887 9.5257 0.386
H 0.7215 3.7349 7.0954 0.213
H 2.4426 5.7839 7.2508 0.337
H 1.8381 6.0952 8.7679 0.319
H 0.6946 6.1483 7.3518 0.340
H 2.0068 2.4922 8.5851 0.310
```